1.
Density functional theory data (ωB97M-V/def2-TZVPD) for a structure of composition C22H45Cl4CsKN5NaO5S3 in a non-equilibrium geometry.

The geometry in XYZ format:
```
87
Properties=species:S:1:pos:R:3:forces:R:3
C -0.522 -2.209 -3.216 -0.209 0.733 0.607
C 0.721 -1.377 -2.876 -0.524 -0.497 0.211
N 0.447 -0.056 -2.258 0.922 0.011 -0.848
C -0.382 0.881 -3.067 -0.428 0.355 0.225
C -0.198 0.856 -4.586 -0.342 -0.192 0.020
C 1.606 0.529 -1.751 -0.124 -0.087 0.897
S 3.126 0.027 -2.079 0.115 -0.131 0.087
S 1.441 1.942 -0.605 0.172 0.075 -0.783
C 0.732 1.258 0.903 -0.901 -0.289 0.046
C -0.714 0.694 0.834 1.319 -0.167 -0.156
C -0.740 -0.734 1.393 -0.962 0.530 0.523
S -0.368 -1.880 0.090 -0.101 0.819 -0.750
O -1.581 -3.047 0.272 0.518 -0.050 0.224
C -2.720 -2.546 -0.101 0.501 -0.323 -0.154
N -3.679 -2.188 -0.627 0.834 1.506 1.175
C 1.239 -2.717 0.377 -0.180 -0.898 0.061
Cl 2.247 -1.823 1.538 -0.153 0.054 -0.285
C 1.125 -4.219 0.673 0.950 0.621 0.701
C 2.549 -4.731 0.636 0.656 -0.123 0.066
Cl 0.425 -4.381 2.332 -1.920 -0.914 -1.528
H -1.475 -1.690 -2.946 1.412 -0.719 0.025
H -0.479 -3.177 -2.710 0.097 -0.112 -0.173
H -0.585 -2.387 -4.287 -0.019 -0.154 -0.017
H 1.419 -1.317 -3.708 -0.029 0.189 -0.063
H 1.249 -1.946 -2.121 0.454 0.108 -0.157
H -0.152 1.890 -2.733 0.082 -0.054 0.203
H -1.438 0.728 -2.854 -0.028 -0.183 0.049
H -0.602 1.795 -4.964 0.137 0.095 -0.020
H 0.838 0.765 -4.909 0.031 -0.055 -0.001
H -0.837 0.080 -5.040 0.499 -0.010 0.244
H 1.414 0.547 1.359 0.088 -0.115 -0.163
H 0.696 2.105 1.581 0.319 0.262 -0.235
H -1.365 1.300 1.459 -0.169 -0.020 -0.096
H -1.037 0.723 -0.204 -0.394 -0.022 0.082
H -1.758 -0.986 1.712 0.037 -0.477 -0.045
H -0.126 -0.852 2.280 0.141 -0.277 -0.092
H 1.770 -2.649 -0.576 -0.252 0.137 -0.167
H 0.510 -4.728 -0.066 -0.021 0.009 -0.065
H 3.103 -4.126 -0.078 0.118 -0.512 -0.386
H 3.080 -4.609 1.592 -0.289 -0.111 -0.045
H 2.591 -5.770 0.328 -0.009 0.006 -0.156
Cl 1.515 4.242 1.056 0.753 0.859 0.946
O -2.289 -3.490 2.984 -0.192 0.714 -0.140
H -2.003 -3.847 2.145 -0.029 -0.380 0.171
K 2.306 -3.641 3.882 1.358 0.337 1.691
O 1.981 -5.052 -2.291 -0.450 0.675 0.961
H 1.328 -4.336 -2.330 0.004 -0.102 -0.398
Cs -5.019 -4.078 -1.643 -1.348 -1.501 -0.914
Cl -3.092 -1.032 -3.867 -1.775 0.251 -1.262
C 3.587 4.967 -5.373 0.095 0.028 -0.091
O 3.337 5.768 -6.251 -0.064 -0.013 0.024
N 2.713 4.564 -4.430 0.045 -0.110 0.082
C 3.063 3.602 -3.404 -0.249 0.259 -0.030
C 1.369 5.116 -4.447 0.126 0.031 -0.129
H 4.579 4.492 -5.274 -0.016 -0.014 0.032
H 2.409 2.731 -3.482 0.086 -0.081 0.090
H 2.938 4.054 -2.417 0.023 -0.142 0.070
H 4.096 3.280 -3.520 -0.002 -0.005 -0.055
H 0.884 4.885 -5.397 -0.051 0.049 0.013
H 1.409 6.200 -4.343 -0.084 0.006 -0.003
H 0.791 4.694 -3.628 0.053 -0.009 0.039
C -8.460 -2.219 4.178 0.004 -0.015 0.042
C -7.164 -2.761 4.770 -0.226 0.089 -0.033
C -6.134 -3.153 3.703 -0.113 -0.071 0.329
C -6.658 -4.204 2.831 0.287 0.211 0.053
N -7.069 -5.027 2.147 -0.081 -0.152 -0.341
H -8.965 -2.970 3.570 0.033 0.001 -0.034
H -9.148 -1.926 4.970 -0.002 0.030 -0.009
H -8.271 -1.343 3.555 -0.013 0.000 -0.007
H -7.389 -3.627 5.395 0.082 -0.020 0.009
H -6.720 -2.005 5.420 0.103 -0.045 -0.016
H -5.216 -3.522 4.164 0.108 0.031 -0.162
H -5.871 -2.291 3.088 0.053 -0.026 -0.026
C 2.895 4.823 4.878 0.391 0.159 0.069
C 3.155 3.571 4.124 -0.951 -0.071 0.119
O 2.641 2.517 4.313 0.441 -0.151 -0.077
N 4.090 3.665 2.945 0.224 0.437 0.213
C 5.508 3.989 3.299 -0.081 -0.153 -0.084
H 2.448 4.567 5.834 -0.104 -0.038 -0.051
H 3.814 5.380 5.061 -0.066 0.103 -0.067
H 2.206 5.442 4.297 0.030 -0.032 -0.082
H 3.710 4.387 2.297 -0.543 -0.476 -0.335
H 4.011 2.748 2.503 -0.095 0.183 -0.376
H 5.557 5.013 3.654 0.022 -0.008 0.019
H 6.107 3.883 2.400 0.023 0.024 0.010
H 5.851 3.295 4.062 0.027 0.029 0.019
Na -2.399 -1.327 -6.419 -0.187 0.097 0.660
```
Forces are in eV/Å.

Results
Net charge: +1
M in g/mol: 892.64
Multiplicity: 1
E_tot in a.u.: -5332.41903
Frontier orbital gap in eV: 4.1

---

2.
Density functional theory data (ωB97M-V/def2-TZVPD) for a structure of composition C38H34BrIN5O4RuS3.

The geometry in XYZ format:
```
87
Properties=species:S:1:pos:R:3:forces:R:3
Ru -0.155 0.380 0.520 0.088 0.771 -0.319
C -2.645 0.982 -1.568 0.056 0.304 -0.164
N -2.373 0.100 -0.437 0.678 -0.173 0.271
C -3.283 0.448 0.654 -0.210 0.109 0.166
C -2.528 -1.316 -0.814 -0.125 -0.225 0.024
C -1.574 -1.752 -1.901 0.186 -0.044 0.386
C -1.997 -1.791 -3.225 0.075 -0.056 0.007
C -1.140 -2.160 -4.248 -0.017 -0.020 -0.026
C 0.182 -2.457 -3.962 -0.024 0.069 0.055
C 0.626 -2.421 -2.654 -0.012 -0.112 0.298
C -0.251 -2.114 -1.619 -0.331 -0.054 -0.741
H -3.674 0.843 -1.925 0.009 -0.059 -0.019
H -1.955 0.764 -2.379 -0.052 0.043 -0.022
H -2.522 2.016 -1.250 0.043 -0.042 -0.028
H -4.329 0.347 0.335 0.018 -0.019 -0.003
H -3.102 1.486 0.941 -0.007 -0.082 0.001
H -3.125 -0.198 1.518 0.024 -0.022 -0.066
H -3.557 -1.489 -1.164 0.045 0.004 0.085
H -2.378 -1.912 0.093 -0.077 0.060 -0.148
H -3.020 -1.531 -3.457 -0.124 0.021 0.015
H -1.497 -2.214 -5.263 -0.068 0.065 -0.131
H 0.875 -2.695 -4.754 0.043 -0.050 -0.060
H 1.663 -2.615 -2.428 0.028 -0.025 -0.025
Br -2.273 4.931 -0.198 -0.310 0.640 -0.197
C -0.642 5.025 -1.159 -0.095 -0.105 0.091
C -0.516 6.019 -2.115 -0.110 0.064 0.048
C 0.645 6.117 -2.859 -0.009 -0.058 0.070
C 1.683 5.223 -2.647 0.040 0.033 0.002
C 1.562 4.252 -1.673 -0.037 -0.038 0.098
C 0.397 4.132 -0.917 -0.110 0.017 -0.080
C 0.259 2.975 0.013 0.058 0.209 0.086
O 1.273 2.302 0.321 0.404 -0.488 0.280
O -0.886 2.634 0.405 -0.076 -0.930 0.163
H -1.331 6.708 -2.275 -0.054 0.048 0.005
H 0.735 6.897 -3.598 0.011 0.057 -0.123
H 2.581 5.281 -3.239 0.151 0.041 -0.059
H 2.364 3.559 -1.479 0.084 -0.112 0.005
I 2.663 1.632 -5.354 -0.124 -0.163 0.452
C 2.175 0.963 -3.443 0.330 0.153 -0.494
C 3.040 0.500 -2.474 -0.205 0.147 -0.336
N 2.282 0.201 -1.412 0.222 -0.126 -0.035
N 0.991 0.444 -1.632 -0.588 0.018 0.682
C 0.901 0.913 -2.863 0.360 -0.031 -0.041
H 4.104 0.378 -2.476 0.226 -0.035 0.007
H 2.589 -0.116 -0.500 -0.067 0.104 -0.259
H -0.034 1.191 -3.309 -0.194 0.034 0.027
O 0.204 -2.065 -0.310 0.102 0.265 -0.025
C 0.477 -3.327 0.400 -0.136 -0.409 0.083
C 1.218 -2.872 1.629 0.122 0.345 -0.029
C 1.528 -3.542 2.772 -0.234 0.160 -0.321
C 2.350 -2.787 3.645 0.102 0.205 0.010
C 2.671 -1.570 3.145 0.043 0.181 -0.235
S 2.005 -1.319 1.578 -0.103 -0.654 0.489
C -0.843 -3.995 0.688 -0.148 0.018 0.342
C -1.751 -4.425 -0.239 0.280 -0.043 0.159
C -2.952 -4.894 0.338 -0.144 -0.020 0.072
C -2.946 -4.818 1.692 0.289 0.144 0.225
S -1.472 -4.179 2.297 -0.256 -0.155 -0.593
C 1.389 -4.244 -0.372 0.316 0.142 -0.102
C 1.131 -5.464 -0.922 -0.056 0.283 0.103
C 2.263 -6.039 -1.540 0.225 -0.054 -0.175
C 3.366 -5.257 -1.451 -0.042 0.268 0.124
S 3.061 -3.808 -0.585 -0.258 -0.356 0.002
H 1.192 -4.538 3.002 -0.042 -0.166 -0.063
H 2.693 -3.151 4.596 0.067 -0.007 0.164
H 3.292 -0.810 3.572 0.146 0.179 0.190
H -1.577 -4.399 -1.300 0.051 -0.013 -0.134
H -3.783 -5.265 -0.236 -0.148 -0.090 -0.069
H -3.710 -5.106 2.386 -0.188 -0.104 0.087
H 0.176 -5.952 -0.893 -0.173 -0.034 0.085
H 2.245 -6.993 -2.031 0.048 -0.213 -0.104
H 4.350 -5.445 -1.829 0.218 -0.094 -0.103
N -2.379 0.593 7.473 0.074 0.252 0.351
C -2.839 -0.050 6.382 0.067 0.022 0.007
O -3.835 -0.736 6.372 -0.069 -0.157 -0.100
C -2.002 0.122 5.143 0.101 -0.018 -0.442
C -1.854 -0.973 4.295 0.056 0.194 0.090
C -1.094 -0.825 3.153 0.042 -0.245 0.211
N -0.540 0.333 2.794 -0.268 0.167 -0.450
C -0.710 1.393 3.578 0.058 0.243 0.191
C -1.408 1.325 4.773 0.013 -0.244 0.040
H -2.886 0.498 8.338 -0.023 0.003 -0.058
H -1.529 1.128 7.473 -0.021 -0.079 -0.025
H -2.323 -1.913 4.537 -0.034 -0.101 0.020
H -0.897 -1.670 2.501 -0.131 0.111 0.073
H -0.264 2.320 3.244 -0.048 0.008 -0.076
H -1.498 2.208 5.385 -0.050 0.126 0.037
```
Forces are in eV/Å.

Results
Net charge: +1
M in g/mol: 1028.80
Multiplicity: 5
E_tot in a.u.: -6204.13283
Frontier orbital gap (spin up / spin down) in eV: 8.4 / 7.7
Energy relative to the best compared isomer or geometry (same formula, charge and spin) in kcal per mole: 0.0

---

3.
Density functional theory data (ωB97M-V/def2-TZVPD) for a structure of composition C2H8N2O2 in a non-equilibrium geometry.

The geometry in XYZ format:
```
14
Properties=species:S:1:pos:R:3:forces:R:3
C -0.420 -0.619 -0.632 -3.306 -0.426 -0.036
C 0.169 -1.857 -0.005 0.427 0.418 0.389
N 0.007 0.770 1.757 1.858 -0.078 -1.591
N 0.431 1.868 -0.617 0.036 -0.626 0.561
O -1.513 -0.088 -0.248 0.975 -0.932 -0.367
O 0.730 0.616 -0.049 -0.473 1.515 1.739
H -0.318 -0.663 -1.739 0.802 0.749 0.093
H -1.003 0.898 1.676 -0.093 -0.181 -0.959
H 0.424 1.703 1.724 -0.052 0.019 0.099
H 1.085 2.023 -1.379 -0.009 -0.165 0.110
H -0.542 1.813 -0.925 0.056 -0.163 -0.140
H 0.394 -1.657 1.040 -0.149 -0.205 0.125
H 1.099 -2.131 -0.505 -0.034 -0.030 -0.042
H -0.543 -2.678 -0.098 -0.042 0.104 0.019
```
Forces are in eV/Å.

Results
M in g/mol: 92.10
Multiplicity: 1
E_tot in a.u.: -340.76777
Frontier orbital gap (spin up / spin down) in eV: 7.3 / 7.7
Energy relative to the best compared isomer or geometry (same formula, charge and spin) in kcal per mole: 164.8

---

- The highest M belongs to which entry?
  C38H34BrIN5O4RuS3